Molecular formula: C50H135N5O30
Method: DFT, wB97M-V/def2-TZVPD

Geometry (Å):
C 7.27 1.74 -1.93
O 7.59 0.69 -2.84
C 7.91 1.19 -4.11
C 8.25 0.00 -5.08
N 7.16 -0.95 -5.19
C 7.49 -1.99 -6.17
C 6.39 -3.09 -6.21
O 5.22 -2.47 -6.79
C 3.97 -3.25 -6.84
H 6.87 2.66 -2.36
H 8.08 2.00 -1.26
H 6.45 1.37 -1.31
H 8.85 1.73 -4.06
H 7.09 1.81 -4.49
H 9.12 -0.44 -4.60
H 8.45 0.48 -6.04
H 6.50 -0.38 -5.71
H 8.46 -2.40 -5.90
H 7.68 -1.59 -7.16
H 6.08 -3.47 -5.24
H 6.80 -3.90 -6.82
H 3.20 -2.86 -7.52
H 3.54 -3.33 -5.84
H 4.10 -4.27 -7.21
C -1.28 -0.43 2.88
O -0.28 0.32 2.23
C -0.74 1.45 1.47
C -0.31 1.21 0.02
N -0.85 -0.04 -0.48
C -0.69 -0.12 -1.94
C 0.79 -0.19 -2.53
O 1.39 1.07 -2.49
C 2.78 1.10 -2.47
H -2.09 -0.76 2.23
H -1.67 0.13 3.73
H -0.77 -1.34 3.21
H -0.25 2.34 1.86
H -1.82 1.57 1.57
H 0.78 1.16 0.07
H -0.65 2.03 -0.60
H -0.48 -0.85 0.00
H -1.21 0.69 -2.45
H -1.11 -1.10 -2.18
H 0.77 -0.58 -3.55
H 1.42 -0.94 -2.05
H 3.25 0.83 -3.41
H 3.20 0.42 -1.72
H 3.11 2.13 -2.31
C 0.10 -3.66 0.85
O 0.92 -2.55 1.22
C 2.28 -2.83 1.48
C 3.17 -1.60 1.79
N 2.81 -0.79 2.94
C 3.63 0.47 2.91
C 3.47 1.15 4.32
O 2.14 1.57 4.38
C 1.69 1.88 5.62
H 0.58 -4.62 1.04
H -0.09 -3.72 -0.22
H -0.89 -3.70 1.30
H 2.85 -3.33 0.70
H 2.34 -3.37 2.43
H 3.08 -1.02 0.87
H 4.18 -1.99 1.91
H 1.84 -0.53 2.91
H 3.31 1.16 2.13
H 4.66 0.25 2.62
H 4.18 1.98 4.34
H 3.72 0.44 5.11
H 0.78 2.45 5.42
H 2.44 2.41 6.19
H 1.39 1.00 6.19
C -2.75 6.63 0.18
O -2.26 7.97 0.51
C -2.35 8.41 1.88
C -1.49 7.50 2.86
N -0.12 7.75 2.59
C 0.86 7.10 3.49
C 2.36 7.15 3.07
O 2.59 6.33 1.93
C 3.88 6.41 1.40
H -3.70 6.49 0.68
H -2.09 5.86 0.58
H -2.78 6.50 -0.90
H -3.38 8.47 2.22
H -1.91 9.41 1.92
H -1.76 6.45 2.80
H -1.63 7.85 3.89
H 0.07 7.45 1.64
H 0.56 6.07 3.66
H 0.78 7.63 4.44
H 2.97 6.88 3.93
H 2.65 8.18 2.87
H 4.00 5.44 0.91
H 4.67 6.47 2.15
H 3.93 7.19 0.64
C -3.80 -6.75 5.96
O -4.29 -8.10 5.89
C -3.42 -9.04 6.49
C -4.14 -10.45 6.45
N -5.00 -10.62 7.64
C -6.11 -9.72 7.63
C -7.35 -10.38 8.28
O -7.35 -11.81 8.00
C -7.88 -12.10 6.73
H -4.10 -6.31 6.91
H -4.24 -6.12 5.19
H -2.73 -6.58 5.83
H -3.16 -8.80 7.52
H -2.54 -9.07 5.86
H -3.33 -11.16 6.53
H -4.69 -10.53 5.51
H -5.41 -11.54 7.74
H -6.33 -9.31 6.65
H -5.82 -8.82 8.17
H -8.34 -9.99 8.04
H -7.40 -10.15 9.34
H -8.90 -12.46 6.85
H -7.38 -12.98 6.32
H -7.81 -11.31 5.97
C 1.44 5.88 -1.80
C 0.50 6.02 -2.96
O 0.27 4.73 -3.55
O 0.88 5.36 -0.58
H 1.98 6.78 -1.52
H 2.23 5.17 -2.03
H 1.01 6.67 -3.66
H -0.42 6.53 -2.70
H 0.37 4.08 -2.85
H 1.38 5.70 0.16
C -5.07 -4.92 -2.78
C -6.39 -4.28 -3.08
O -6.68 -4.15 -4.47
O -4.86 -6.28 -3.21
H -4.96 -4.93 -1.70
H -4.30 -4.22 -3.12
H -6.38 -3.25 -2.72
H -7.18 -4.81 -2.55
H -7.59 -3.85 -4.58
H -4.97 -6.29 -4.16
C -5.45 5.71 5.50
C -5.77 4.57 4.45
O -5.55 3.34 5.10
O -5.95 6.93 5.10
H -4.36 5.78 5.53
H -5.97 5.43 6.42
H -5.09 4.66 3.60
H -6.76 4.70 4.02
H -5.76 2.66 4.46
H -5.64 7.51 5.80
C -5.24 1.81 -1.70
C -6.45 2.71 -1.28
O -7.71 2.16 -1.72
O -5.07 0.60 -0.91
H -4.35 2.41 -1.56
H -5.34 1.67 -2.77
H -6.34 3.73 -1.65
H -6.50 2.91 -0.21
H -8.19 2.95 -1.99
H -4.12 0.52 -0.79
C 2.20 2.01 -7.69
C 3.63 1.92 -8.29
O 4.68 2.51 -7.50
O 1.80 3.30 -7.44
H 2.20 1.42 -6.77
H 1.48 1.47 -8.30
H 3.55 2.47 -9.22
H 3.83 0.89 -8.59
H 5.46 2.51 -8.05
H 1.87 3.44 -6.49
C -8.16 -1.32 1.74
C -7.03 -1.18 2.72
O -6.46 0.11 2.50
O -7.67 -1.83 0.53
H -8.77 -0.44 1.54
H -8.85 -2.09 2.09
H -6.32 -2.00 2.69
H -7.50 -1.16 3.70
H -6.01 0.11 1.65
H -7.07 -1.16 0.18
C 4.58 8.29 -5.47
C 4.37 7.03 -6.30
O 4.69 5.94 -5.47
O 4.26 9.46 -6.26
H 5.60 8.38 -5.11
H 4.06 8.19 -4.52
H 4.98 7.08 -7.20
H 3.32 7.03 -6.60
H 4.69 5.16 -6.03
H 4.31 10.25 -5.71
C -3.50 -1.52 -7.25
C -3.29 -1.10 -8.72
O -4.46 -1.59 -9.39
O -3.00 -2.79 -6.97
H -4.56 -1.58 -6.98
H -2.99 -0.81 -6.60
H -2.32 -1.37 -9.13
H -3.35 -0.02 -8.86
H -4.54 -1.35 -10.32
H -3.66 -3.43 -7.25
C 8.96 -2.75 -0.43
C 8.15 -3.69 -1.46
O 7.01 -2.88 -1.84
O 9.68 -1.81 -1.23
H 9.63 -3.40 0.13
H 8.32 -2.20 0.26
H 7.80 -4.60 -0.99
H 8.80 -4.12 -2.22
H 7.32 -2.29 -2.53
H 9.14 -1.13 -1.65
C 2.18 -3.76 8.45
C 2.22 -2.71 7.33
O 2.59 -3.31 6.12
O 1.05 -4.63 8.35
H 2.18 -3.27 9.42
H 3.03 -4.44 8.45
H 2.96 -1.94 7.56
H 1.31 -2.11 7.24
H 2.72 -2.67 5.42
H 1.23 -5.11 7.55

Its spin multiplicity is 1. The calculation puts the LUMO energy at 0.191 eV. The value obtained for the HOMO-LUMO gap is 8.6162 eV. The value obtained for the calculated total energy is -4516.42067 hartree. Its energy above the lowest of the compared OMol25 structures with the same formula, charge and spin is 134.9 kcal/mol.